Entry 1:
This record from the Open Molecules 2025 dataset describes a single C6H6N2S2 molecule. The level of theory is the ωB97M-V functional and the def2-TZVPD basis.

Each atom is followed by the atoms it is bonded to, with distances in Å.
Element x y z (Å)
1 C 2.1850 0.8506 -1.7813  C4 1.328, S9 1.681, H11 1.064
2 C 0.7110 -1.1985 -1.7016  C5 1.353, S9 1.783, H12 1.033
3 C -0.4612 1.4293 0.3625  N7 1.297, N8 1.353, H13 1.084
4 C 1.1206 1.0489 -1.0121  C1 1.328, C5 1.485, N7 1.369
5 C 0.3934 -0.2301 -0.8114  C2 1.353, C4 1.485, N8 1.458
6 C -1.5247 -0.9839 2.2418  S10 1.823, H14 1.085, H15 1.047, H16 1.083
7 N 0.5600 1.9973 -0.1998  C3 1.297, C4 1.369
8 N -0.6872 0.1205 0.1027  C3 1.353, C5 1.458, S10 1.621
9 S 2.2160 -0.6701 -2.4980  C1 1.681, C2 1.783
10 S -1.9622 -0.8064 0.4806  C6 1.823, N8 1.621
11 H 2.8898 1.5772 -2.1096  C1 1.064
12 H 0.1545 -2.0085 -2.0197  C2 1.033
13 H -1.2141 1.8828 0.9962  C3 1.084
14 H -2.2948 -1.4542 2.8450  C6 1.085
15 H -1.4592 -0.0130 2.6273  C6 1.047
16 H -0.6268 -1.5421 2.4773  C6 1.083

The calculation puts the total energy at -1138.0647 Ha. As for the SMILES: CSn1cnc2cscc21. The LUMO energy comes out at 0.641 eV. For the energy above the lowest of the compared OMol25 structures with the same formula, charge and spin, the calculation gives 11.6 kcal per mole.

Entry 2:
This record from the Open Molecules 2025 dataset describes a gas-phase ion, C6H6N3O (charge +1). The level of theory is the ωB97M-V functional and the def2-TZVPD basis.

Each atom is followed by the atoms it is bonded to, with distances in Å.
Element x y z (Å)
1 C 0.0763 -0.3566 2.5752  C2 1.266, C3 1.371
2 C 0.9184 0.1549 1.7806  C1 1.266, C5 1.354
3 C -1.0334 -1.1242 2.3323  C1 1.371, C4 1.377, H11 1.028
4 C -1.1707 -1.1372 0.9619  C3 1.377, N9 1.340, H12 1.055
5 C 0.8126 0.0881 0.4320  C2 1.354, N8 1.833, N9 1.369
6 C -0.7180 0.5714 -1.9575  O10 1.502, H13 1.060, H14 1.027, H15 1.049
7 N 2.7574 1.2746 -0.3214  N8 1.163, H16 0.965
8 N 1.8153 0.8835 -0.8806  C5 1.833, N7 1.163
9 N -0.3615 -0.5251 0.0867  C4 1.340, C5 1.369, O10 1.315
10 O -0.7912 -0.6898 -1.1455  C6 1.502, N9 1.315
11 H -1.6521 -1.6440 2.9683  C3 1.028
12 H -1.8672 -1.7945 0.5197  C4 1.055
13 H 0.2904 0.8018 -2.1902  C6 1.060
14 H -1.2483 1.3386 -1.5275  C6 1.027
15 H -1.2054 0.3092 -2.8484  C6 1.049
16 H 3.3776 1.8494 -0.7856  N7 0.965

The calculation puts the total energy at -471.1664 Ha. As for the SMILES: [H]/N=N/C1=C=C=CC=[N+]1OC. The LUMO energy (alpha / beta) comes out at -5.255 / -5.257 eV. As for the total charge: +1. For the energy above the lowest of the compared OMol25 structures with the same formula, charge and spin, the calculation gives 206.0 kcal per mole.

Entry 3:
This record from the Open Molecules 2025 dataset describes a gas-phase ion, C6H6N3O (charge +1). The level of theory is the ωB97M-V functional and the def2-TZVPD basis.

Each atom is followed by the atoms it is bonded to, with distances in Å.
Element x y z (Å)
1 C 1.2089 0.5154 -1.9195  C2 1.332, N7 1.238
2 C 1.7504 1.5130 -1.2225  C1 1.332, C3 1.467, H11 0.998
3 C 1.0017 1.5926 0.0365  C2 1.467, N9 1.239, H12 1.112
4 C -1.7321 -0.8045 0.7591  C5 1.539, N8 1.479, O10 1.176
5 C -0.8396 0.3535 1.2395  C4 1.539, N9 1.385, H13 1.093, H14 1.114
6 C 0.1663 -1.3396 -0.8635  N7 1.314, N8 1.350, H15 1.136
7 N 0.2929 -0.2430 -1.5758  C1 1.238, C6 1.314
8 N -0.9434 -1.6523 -0.1613  C4 1.479, C6 1.350, H16 1.035
9 N 0.2120 0.7158 0.4137  C3 1.239, C5 1.385
10 O -2.7223 -1.2467 1.2130  C4 1.176
11 H 2.5210 2.1190 -1.4101  C2 0.998
12 H 1.4386 2.2519 0.8179  C3 1.112
13 H -1.5289 1.1749 1.4500  C5 1.093
14 H -0.5808 -0.0068 2.2610  C5 1.114
15 H 0.7873 -2.2738 -1.0458  C6 1.136
16 H -1.0321 -2.6693 0.0080  N8 1.035

The calculation puts the total energy at -471.3246 Ha. As for the SMILES: O=C1C/N=C/C=C=N/C=[NH+]\1. The LUMO energy (alpha / beta) comes out at -5.997 / -5.997 eV. As for the total charge: +1. For the energy above the lowest of the compared OMol25 structures with the same formula, charge and spin, the calculation gives 106.7 kcal per mole.

Entry 4:
This record from the Open Molecules 2025 dataset describes a gas-phase ion, C6H6N3S (charge +1). The level of theory is the ωB97M-V functional and the def2-TZVPD basis.

Each atom is followed by the atoms it is bonded to, with distances in Å.
Element x y z (Å)
1 C 4.1814 -0.2757 0.7426  N9 1.698, S10 1.531
2 C 0.2308 1.8286 -0.5880  C3 1.341, C4 1.470, H11 0.988
3 C -0.0997 0.5359 -0.7215  C2 1.341, C5 1.509, H12 1.085
4 C 1.3647 2.2668 0.2387  C2 1.470, N7 1.248, H13 1.028
5 C 0.5649 -0.5938 0.0265  C3 1.509, C6 1.459, N8 1.255
6 C -0.3835 -1.6396 0.3938  C5 1.459, H14 1.085, H15 1.068, H16 1.063
7 N 2.3665 1.6099 0.5880  C4 1.248, N9 1.355
8 N 1.7858 -0.5947 0.3177  C5 1.255, N9 1.313
9 N 2.6935 0.3486 0.2151  C1 1.698, N7 1.355, N8 1.313
10 S 5.4246 -0.8219 0.0361  C1 1.531
11 H -0.3088 2.5070 -1.0617  C2 0.988
12 H -0.9523 0.4420 -1.3855  C3 1.085
13 H 1.3689 3.1539 0.7587  C4 1.028
14 H -1.4033 -1.4926 0.0522  C6 1.085
15 H -0.5791 -1.7446 1.4384  C6 1.068
16 H 0.1039 -2.5843 0.3691  C6 1.063

The calculation puts the total energy at -794.1625 Ha. The LUMO energy (alpha / beta) comes out at -6.585 / -6.586 eV. As for the total charge: +1. For the energy above the lowest of the compared OMol25 structures with the same formula, charge and spin, the calculation gives 158.2 kcal per mole.